Density functional theory data (ωB97M-V/def2-TZVPD) for a cluster of 3 separate species, C4H14N2O in total.

## Properties
Energy above the lowest of the compared OMol25 structures with the same formula, charge and spin in kJ/mol: 355.3
F_max in Eh/bohr: 0.01611
Total charge: 0
Multiplicity: 1
Kohn-Sham gap in Eh: 0.3776
Highest occupied orbital energy in eV: -9.271
E in eV: -9399.9244

CARTESIAN COORDINATES (ANGSTROEM)
C -0.55679 1.32656 1.68279
N -0.04667 0.21125 0.90827
O 0.20566 -0.91434 1.76134
C 1.58627 -1.16278 1.86355
H -1.46164 1.08371 2.24940
H -0.77114 2.13328 0.98441
H 0.21731 1.65152 2.37779
H -0.76090 -0.11489 0.25188
H 2.01578 -1.41081 0.88836
H 1.67570 -2.01554 2.53465
H 2.11725 -0.30326 2.28417
C -1.42736 -0.43279 -2.37439
C -2.29239 -0.65727 -1.40475
H -1.32386 0.53371 -2.83733
H -0.76253 -1.19848 -2.73551
H -2.96122 0.10930 -1.04492
H -2.39681 -1.62619 -0.94185
N 1.56658 0.62377 -1.82577
H 2.42800 0.08293 -1.82860
H 1.83333 1.60178 -1.86654
H 1.11548 0.47858 -0.92703


Density functional theory data (ωB97M-V/def2-TZVPD) for an isolated molecule of C16H17ClN4O at a distorted geometry.

## Properties
Energy above the lowest of the compared OMol25 structures with the same formula, charge and spin in kJ/mol: 0.0
F_max in Eh/bohr: 0.02536
Total charge: 0
Multiplicity: 1
Kohn-Sham gap in Eh: 0.3055
Highest occupied orbital energy in eV: -8.141
E in eV: -37398.4359

CARTESIAN COORDINATES (ANGSTROEM)
C -5.54399 -0.62747 -1.62128
C -4.75143 -1.32518 -0.54024
O -4.93405 -2.49188 -0.24965
N -3.82230 -0.56750 0.09737
C -3.53736 0.81133 -0.24955
C -2.43006 1.38611 0.63510
C -1.23134 0.49009 0.60327
N -0.09917 1.01762 0.37397
N 1.02323 0.28685 0.31662
C 2.23424 0.88326 0.09087
C 2.32713 2.25279 -0.08974
C 3.57838 2.82364 -0.31745
N 4.69792 2.15050 -0.37448
C 4.64497 0.81697 -0.20341
C 5.86149 0.10529 -0.26711
C 5.87039 -1.25086 -0.10119
Cl 7.35740 -2.12784 -0.17759
C 4.68375 -1.96089 0.13317
C 3.49405 -1.28908 0.19862
C 3.43140 0.10858 0.03528
C -1.52037 -0.97552 0.81501
C -3.00089 -1.17853 1.12215
H -4.88726 -0.26866 -2.41076
H -6.24964 -1.33951 -2.03964
H -6.09087 0.21864 -1.21128
H -3.21614 0.87243 -1.29742
H -4.44120 1.42201 -0.13830
H -2.78938 1.47698 1.66323
H -2.15300 2.37916 0.28417
H 0.98941 -0.71831 0.45216
H 1.43497 2.85442 -0.05049
H 3.66714 3.89297 -0.46044
H 6.76482 0.66413 -0.44833
H 4.72161 -3.03132 0.25947
H 2.59522 -1.86151 0.37959
H -0.92103 -1.37235 1.64077
H -1.25759 -1.53380 -0.09094
H -3.25534 -2.24063 1.13610
H -3.24511 -0.75295 2.10234


Density functional theory data (ωB97M-V/def2-TZVPD) for the ion C2H3BrNO3S with charge -1 at a distorted geometry.

## Properties
Energy above the lowest of the compared OMol25 structures with the same formula, charge and spin in kJ/mol: 12.6
F_max in Eh/bohr: 0.12949
Total charge: -1
Multiplicity: 1
Kohn-Sham gap in Eh: 0.2820
Highest occupied orbital energy in eV: -4.364
E in eV: -90633.7329

CARTESIAN COORDINATES (ANGSTROEM)
C 0.01247 -1.00398 -0.21062
C -0.82593 -0.28450 0.64539
N 1.43784 -0.65556 -0.29213
O -0.71724 1.74733 -1.14704
O -0.35035 -1.73428 -1.06947
O 0.96418 1.78411 0.56608
S -0.47936 1.70193 0.30985
Br -2.66520 -0.68948 0.40682
H -0.57184 -0.20886 1.91069
H 1.49486 0.29680 0.12110
H 1.70058 -0.95352 -1.24068


Density functional theory data (ωB97M-V/def2-TZVPD) for a cluster of 2 separate species, H5NO in total at a distorted geometry.

## Properties
Energy above the lowest of the compared OMol25 structures with the same formula, charge and spin in kJ/mol: 24.8
F_max in Eh/bohr: 0.02384
Total charge: 0
Multiplicity: 1
Kohn-Sham gap in Eh: 0.3995
Highest occupied orbital energy in eV: -9.975
E in eV: -3618.6630

CARTESIAN COORDINATES (ANGSTROEM)
N -1.72557 -1.38132 0.52376
H -0.94173 -1.48259 -0.12890
H -1.79101 -2.25891 1.04929
H -1.46293 -0.65158 1.19392
O 1.78799 1.57007 -0.90365
H 2.75198 1.75116 -0.98231
H 1.38128 2.45317 -0.75210